Density functional theory data (the ωB97M-V functional and the def2-TZVPD basis) for a gas-phase ion, C4H16NSi2 (charge +1) at a distorted geometry.

Geometry (Å):
Si 0.651176 2.336727 -0.922415
H 1.626037 2.463212 0.154161
H -0.463658 -2.351416 1.172091
H 0.510667 -0.516208 -0.981354
H 0.135886 3.571051 -1.031299
H -0.342208 -0.228491 1.731494
N 0.162103 0.172124 0.935076
H 1.844261 -2.184362 1.143034
H -2.740497 0.222659 0.776941
H 2.401877 -0.508509 0.747378
H -2.212415 0.013701 -1.488343
C 1.967010 -1.448994 0.265443
H -2.797273 2.300557 -0.511200
H 1.097769 0.391228 1.273304
Si -2.335652 0.950455 -0.289698
H 2.442768 -1.776480 -0.626575
H 0.962521 1.618640 -2.004840
H -0.540821 2.121245 1.089110
H -1.522592 -1.804331 -0.173175
H 0.040217 -2.929374 -0.613946
C 0.539693 -0.986919 -0.021136
C -0.494869 -2.168953 0.033298
C -0.542338 1.349135 0.347952

Forces on the atoms, in the same order (eV/Å):
Si -0.51 -1.66 4.60
H 1.11 -0.01 -0.19
H -0.19 -0.88 -1.75
H -0.08 0.30 -0.71
H -1.45 2.86 -0.71
H -0.11 0.16 -0.05
N 0.60 -1.29 -0.18
H 0.88 0.60 -1.59
H -1.66 -1.50 2.24
H 0.69 -1.50 -1.05
H -0.21 0.77 0.51
C -1.72 1.36 3.62
H -0.63 0.27 -0.19
H -0.20 0.83 0.44
Si 2.70 0.61 -1.99
H 0.67 -0.43 -0.30
H 0.92 -1.68 -2.86
H -0.43 0.33 0.81
H 0.73 -0.82 -0.52
H -1.57 0.36 0.94
C -1.27 -0.39 -0.66
C 1.68 1.67 1.85
C 0.07 0.02 -2.27

energy above the lowest of the compared OMol25 structures with the same formula, charge and spin: 97.27 kJ/mol
M: 134.351 g/mol
LUMO energy: -2.89 eV
E_HOMO: -0.5257 Eh
DFT total energy: -795.38443 hartree
net charge: +1